Density functional theory data (wB97M-V/def2-TZVPD) for a 3-piece molecular cluster, H6O3 overall.

The calculation puts the HOMO energy at -0.42044 Eh. The calculation puts the relative energy (zero: lowest compared OMol25 entry of this formula, charge and spin) at 12.5 kcal per mole. The spin multiplicity is 1. Its frontier orbital gap is 11.83 eV. The calculation puts the total energy at -229.3052 hartree.

Last column: natural (NBO) charge in e.
Positions of all 9 atoms, in Å:
O1 21.273 8.834 -6.492  -0.937
H1 20.675 9.319 -5.924  0.465
H2 21.535 9.467 -7.160  0.472
O2 21.943 11.598 -11.900  -0.940
H3 22.181 11.866 -11.012  0.473
H4 22.305 10.717 -11.990  0.466
O3 21.415 12.685 -8.177  -0.944
H5 21.660 13.093 -7.347  0.472
H6 20.476 12.850 -8.258  0.473

Forces on atoms 1 to 3 (eV/Å):
O 0.0629 -0.2317 0.0450
H -0.1521 0.0822 0.1548
H 0.0898 0.1925 -0.2195